Here is C46H63Al2Cl3N4O12P as an isolated structure at a distorted geometry from the OMol25 dataset. Energies are from ωB97M-V/def2-TZVPD.

ORCA input file:
```
! wB97M-V def2-TZVPD RIJCOSX def2/J DEFGRID3
* xyz 1 1
C 1.291 -2.767 8.001
C 0.545 -2.079 7.125
N 0.197 -2.623 5.801
C -1.043 -2.092 5.285
O -2.038 -2.182 5.923
C -0.738 -1.436 3.919
C -1.615 -0.793 2.958
C -3.131 -0.730 3.313
C -4.099 -1.097 2.140
C -3.798 -2.486 1.473
C -3.172 -3.546 2.438
N -3.246 -4.909 1.767
C -0.979 -0.236 1.767
C -1.820 0.511 0.701
C -2.305 -0.139 -0.530
C -3.098 0.667 -1.434
N -3.433 1.968 -1.296
C -2.989 2.531 -0.152
C -2.185 1.920 0.882
C 0.483 -0.357 1.545
C 1.167 0.201 0.272
C 0.888 1.737 0.021
C 0.655 -0.701 -0.960
C 1.861 -1.483 -1.642
C 1.443 -2.919 -2.138
C 1.301 -1.062 2.556
C 2.853 -1.286 2.399
C 3.600 -0.085 3.101
C 3.612 1.233 2.290
C 2.791 2.345 2.717
C 2.801 3.621 1.992
C 3.663 3.799 0.725
C 4.456 2.629 0.323
C 4.450 1.408 1.072
C 0.712 -1.603 3.777
C 1.354 -2.371 4.955
O 2.460 -2.700 5.164
H 1.658 -2.281 8.926
H 1.604 -3.812 7.793
H 0.185 -1.076 7.460
H -3.293 -1.505 4.112
H -3.417 0.239 3.800
H -4.190 -0.310 1.351
H -5.128 -1.172 2.589
H -4.793 -2.906 1.149
H -3.225 -2.358 0.513
H -2.035 -3.304 2.509
H -3.650 -3.575 3.445
H -2.836 -5.639 2.363
H -4.200 -5.122 1.486
H -2.022 -1.196 -0.677
H -3.461 0.158 -2.359
H -3.273 3.599 0.017
H -1.856 2.461 1.789
H 2.279 0.071 0.265
H 1.857 2.191 -0.455
H 0.113 1.816 -0.782
H 0.584 2.298 0.932
H -0.048 -1.469 -0.543
H 0.172 -0.072 -1.750
H 2.215 -0.934 -2.556
H 2.745 -1.579 -0.958
H 0.651 -2.834 -2.927
H 2.322 -3.403 -2.644
H 1.126 -3.610 -1.321
H 3.079 -2.233 2.952
H 3.136 -1.450 1.336
H 4.639 -0.438 3.327
H 3.119 0.105 4.096
H 2.133 2.263 3.603
H 2.195 4.484 2.312
H 3.706 4.732 0.136
H 5.083 2.702 -0.586
H 5.099 0.579 0.720
C -1.790 -5.188 -7.393
O -1.097 -5.333 -6.141
P -1.983 -6.122 -4.914
O -1.009 -5.629 -3.862
O -1.541 -7.590 -5.458
C -0.167 -7.834 -5.742
O -3.021 -6.860 -3.802
C -3.085 -6.337 -2.494
H -1.118 -4.715 -8.108
H -2.092 -6.166 -7.780
H -2.670 -4.557 -7.262
H 0.497 -7.150 -5.211
H 0.000 -7.737 -6.817
H 0.072 -8.854 -5.444
H -3.232 -5.256 -2.515
H -2.180 -6.593 -1.944
H -3.932 -6.801 -1.985
Al -1.162 -4.565 1.508
Cl 2.023 3.056 -2.083
C 0.028 8.502 -4.645
C -0.274 7.492 -5.734
O 0.033 6.151 -5.299
C -0.857 5.594 -4.502
O -1.882 6.081 -4.116
O -0.397 4.356 -4.157
C -1.225 3.674 -3.219
H 1.057 8.393 -4.296
H -0.117 9.517 -5.013
H -0.621 8.355 -3.779
H 0.361 7.688 -6.597
H -1.309 7.560 -6.072
H -2.261 3.638 -3.555
H -1.162 4.158 -2.227
H -0.855 2.655 -3.122
C -6.161 4.942 -0.388
C -7.558 4.774 0.242
O -8.463 5.422 -0.305
O -7.591 4.006 1.223
H -6.187 5.621 -1.238
H -5.468 5.342 0.355
H -5.795 3.971 -0.729
O -3.959 -3.917 -4.776
H -3.518 -3.106 -4.438
N 7.256 3.020 4.787
C 6.711 2.451 3.710
C 7.418 1.676 2.805
C 8.772 1.483 3.025
C 9.361 2.066 4.134
C 8.562 2.820 4.980
H 5.649 2.633 3.579
H 6.923 1.237 1.951
H 9.362 0.885 2.340
H 10.416 1.938 4.339
H 8.977 3.293 5.864
Al -0.027 5.350 -1.972
Cl -4.201 -2.022 -5.579
Cl 1.323 4.225 0.194
*
```

- Frontier orbital gap: 1.50 eV
- Electronic energy: -139280.2754 eV

---

Here is C32H37N4O6PPb as an isolated structure at a distorted geometry from the OMol25 dataset. Energies are from ωB97M-V/def2-TZVPD.

ORCA input file:
```
! wB97M-V def2-TZVPD RIJCOSX def2/J DEFGRID3
* xyz 2 1
Pb 1.640 1.047 -1.802
O -0.395 1.712 -3.070
C -0.612 1.714 -4.291
C 0.133 1.097 -5.336
C -0.220 1.370 -6.667
C 0.469 0.802 -7.716
C 1.539 -0.078 -7.482
C 1.889 -0.393 -6.201
C 1.222 0.177 -5.065
O 1.588 -0.159 -3.901
N 0.084 1.121 -9.085
O -0.809 1.924 -9.215
O 0.684 0.561 -9.968
H -1.513 2.250 -4.626
H -1.025 2.055 -6.898
H 2.062 -0.486 -8.335
H 2.690 -1.088 -5.996
C -3.763 -0.612 4.792
O -4.079 -1.932 4.383
C -3.154 -2.746 3.931
C -1.765 -2.478 3.966
C -0.892 -3.306 3.328
C -1.358 -4.450 2.624
C -2.728 -4.808 2.734
C -3.599 -3.969 3.361
N -0.556 -5.146 1.833
N 0.577 -4.931 1.433
C 1.168 -4.081 0.654
C 2.597 -4.020 0.594
C 3.228 -2.930 0.100
C 2.505 -1.788 -0.402
O 3.053 -0.720 -0.696
C 1.052 -1.955 -0.572
N 0.400 -0.977 -1.210
C -0.874 -1.128 -1.519
C -1.576 -2.290 -1.209
C -0.946 -3.286 -0.488
C 0.397 -3.116 -0.129
H -4.665 -0.215 5.254
H -3.510 -0.006 3.915
H -2.941 -0.581 5.510
H -1.379 -1.622 4.495
H 0.169 -3.111 3.353
H -3.076 -5.712 2.263
H -4.652 -4.193 3.417
H 3.161 -4.841 1.011
H 4.304 -2.845 0.097
H -1.341 -0.303 -2.038
H -2.593 -2.405 -1.545
H -1.476 -4.200 -0.257
C -0.898 0.133 1.911
C -0.607 1.630 1.978
C -0.381 2.085 3.417
P 0.736 2.111 0.745
C 2.447 2.001 1.539
C 2.927 3.154 2.408
C 2.604 0.661 2.259
C 0.332 3.895 0.331
C -0.913 3.887 -0.559
C 0.121 4.875 1.480
H -1.747 -0.092 2.553
H -0.048 -0.454 2.250
H -1.155 -0.169 0.898
H -1.487 2.153 1.588
H 0.389 1.499 3.910
H -1.303 1.966 3.985
H -0.099 3.130 3.465
H 3.099 1.973 0.653
H 2.334 3.271 3.309
H 2.937 4.089 1.857
H 3.950 2.944 2.714
H 2.173 0.699 3.256
H 3.660 0.425 2.361
H 2.133 -0.143 1.696
H 1.199 4.221 -0.260
H -1.804 3.675 0.027
H -0.835 3.152 -1.359
H -1.053 4.867 -1.006
H -0.797 4.663 2.023
H 0.023 5.874 1.059
H 0.948 4.901 2.180
*
```

- Frontier orbital gap: 3.76 eV
- Energy above the lowest of the compared OMol25 structures with the same formula, charge and spin: 0.609 eV
- Electronic energy: -66547.2777 eV

---

Here is C21H63N9O12 as an isolated structure at a distorted geometry from the OMol25 dataset. Energies are from ωB97M-V/def2-TZVPD.

ORCA input file:
```
! wB97M-V def2-TZVPD RIJCOSX def2/J DEFGRID3
* xyz 0 1
C -2.459 2.851 4.670
C -2.121 2.391 3.280
C -2.263 0.874 3.082
O -1.464 0.182 4.107
C -0.099 0.133 3.811
N -3.026 3.108 2.274
H -1.808 2.406 5.422
H -3.460 2.472 4.874
H -2.662 3.917 4.778
H -1.128 2.791 3.073
H -2.021 0.619 2.050
H -3.304 0.591 3.234
H 0.273 1.118 4.093
H 0.197 0.082 2.763
H 0.476 -0.592 4.386
H -3.951 2.970 2.653
H -2.984 4.114 2.354
C 1.242 1.486 1.823
C 1.547 2.078 0.437
C 2.716 1.430 -0.279
O 3.932 1.555 0.442
C 5.009 0.693 0.048
N 0.345 2.093 -0.356
H 0.373 2.078 2.110
H 1.936 1.653 2.647
H 1.005 0.425 1.744
H 1.796 3.115 0.664
H 2.891 1.811 -1.285
H 2.507 0.363 -0.357
H 5.854 0.760 0.734
H 5.307 0.760 -0.998
H 4.726 -0.350 0.198
H -0.244 2.672 0.224
H 0.433 2.634 -1.204
C -2.266 2.145 -0.265
C -1.291 3.230 0.242
C -1.987 4.591 0.495
O -2.805 5.009 -0.623
C -3.353 6.280 -0.463
N -0.698 2.780 1.376
H -2.999 2.023 0.532
H -1.872 1.133 -0.362
H -2.653 2.345 -1.264
H -0.575 3.371 -0.568
H -1.328 5.377 0.864
H -2.621 4.375 1.355
H -3.658 6.251 0.583
H -4.186 6.488 -1.135
H -2.545 7.008 -0.542
H -1.446 2.481 1.986
H -0.327 3.618 1.802
C -1.852 -4.493 -0.920
C -1.690 -3.210 -1.747
O -2.458 -2.088 -1.272
O -1.233 -5.578 -1.609
H -2.934 -4.623 -0.903
H -1.382 -4.482 0.064
H -2.001 -3.452 -2.763
H -0.650 -2.887 -1.708
H -1.753 -1.471 -1.061
H -1.454 -6.392 -1.150
C 1.844 0.553 -3.843
C 0.997 1.731 -3.313
O 1.743 2.873 -2.924
O 2.461 -0.146 -2.825
H 2.529 1.101 -4.490
H 1.353 -0.131 -4.536
H 0.295 1.428 -2.536
H 0.305 1.966 -4.122
H 2.614 2.582 -2.643
H 3.390 0.003 -3.014
C 1.324 -4.867 -0.127
C 1.314 -3.708 -1.055
O 0.634 -4.009 -2.279
O 1.978 -6.009 -0.683
H 0.288 -5.158 0.048
H 1.724 -4.557 0.839
H 2.353 -3.427 -1.223
H 0.819 -2.873 -0.558
H -0.172 -4.512 -2.137
H 1.488 -6.221 -1.482
C -0.233 -0.790 -0.499
O -0.620 -1.871 -0.755
N -0.698 0.010 0.435
N 0.816 -0.184 -1.024
H -1.461 -0.305 1.016
H -0.284 0.930 0.489
H 1.486 -0.647 -1.621
H 0.900 0.796 -0.795
C 0.130 -3.210 1.722
O 1.337 -3.122 1.552
N -0.265 -3.723 2.850
N -0.842 -2.711 0.961
H -1.250 -3.948 2.843
H 0.443 -4.029 3.501
H -0.697 -2.356 0.027
H -1.765 -2.708 1.372
C 2.677 -2.767 -3.847
O 3.470 -2.248 -4.624
N 1.719 -2.151 -3.205
N 2.531 -3.976 -3.454
H 1.013 -2.740 -2.786
H 1.799 -1.156 -3.053
H 1.743 -4.189 -2.859
H 3.220 -4.636 -3.784
*
```

- Frontier orbital gap: 7.87 eV
- Energy above the lowest of the compared OMol25 structures with the same formula, charge and spin: 34.885 eV
- Electronic energy: -60745.6918 eV

---

Here is a 2-piece molecular cluster, C4H13PSi2 overall at a distorted geometry from the OMol25 dataset. Energies are from ωB97M-V/def2-TZVPD.

ORCA input file:
```
! wB97M-V def2-TZVPD RIJCOSX def2/J DEFGRID3
* xyz 0 1
C 0.606 2.962 0.262
C -2.000 1.177 0.860
C -0.554 -3.022 0.854
C 2.416 -1.179 -1.054
Si -0.364 1.339 -0.139
Si 0.724 -0.809 -0.263
P -0.510 0.102 -2.125
H -0.056 3.818 0.044
H 0.839 2.876 1.422
H 1.573 3.114 -0.236
H -1.571 1.246 1.851
H -2.640 1.997 0.526
H -2.667 0.290 0.859
H 0.329 -3.335 1.420
H -1.496 -2.484 1.312
H -0.867 -3.665 0.090
H 2.403 -0.921 -2.136
H 3.219 -0.572 -0.577
H 2.413 -2.327 -1.113
H -1.798 -0.608 -1.857
*
```

- Frontier orbital gap: 7.54 eV
- Energy above the lowest of the compared OMol25 structures with the same formula, charge and spin: 2.407 eV
- Electronic energy: -29399.3418 eV

---

- Number 2 is which compound?
  C32H37N4O6PPb

---

- Among the records above, which one has the lowest electronic energy?
  C46H63Al2Cl3N4O12P